Record 1
{
  "formula": "C41H41AsIN2O4PPdS",
  "method": "ωB97M-V/def2-TZVPD",
  "total_charge": 0,
  "homo_ev": [-6.8, -8.1],
  "multiplicity": 3,
  "orbital_gap_ev": [6.99, 7.84],
  "species": ["Pd", "N", "C", "O", "C", "C", "H", "H", "H", "H", "H", "H", "C", "C", "C", "C", "C", "C", "C", "S", "O", "O", "O", "H", "H", "H", "H", "H", "H", "H", "C", "C", "As", "C", "C", "C", "C", "C", "C", "C", "C", "C", "C", "C", "C", "P", "C", "C", "C", "C", "C", "C", "C", "C", "C", "C", "C", "C", "H", "H", "H", "H", "H", "H", "H", "H", "H", "H", "H", "H", "H", "H", "H", "H", "H", "H", "H", "H", "H", "H", "H", "H", "I", "C", "C", "C", "C", "C", "N", "H", "H", "H", "H"],
  "coordinates": [[-0.02518, -2.35857, 0.89240], [4.02657, -3.50526, 0.57465], [2.74751, -3.16909, 0.89204], [2.05890, -2.54098, 0.09835], [2.14407, -3.84476, 2.10778], [0.90651, -3.18208, 2.66613], [4.36989, -3.41725, -0.34759], [4.57150, -4.07749, 1.22989], [2.99615, -4.15262, 2.71482], [1.82378, -4.76091, 1.60212], [1.21000, -2.36032, 3.31076], [0.23230, -3.91545, 3.21964], [1.11264, 0.34422, -4.25010], [0.06333, -0.13267, -3.24237], [-0.01978, -1.45234, -2.85201], [-1.06507, -1.81680, -1.98652], [-1.96941, -0.87240, -1.52990], [-1.88259, 0.42935, -1.95041], [-0.85669, 0.82241, -2.80889], [-3.19346, -1.34978, -0.36572], [-4.18012, -0.29994, -0.33308], [-3.75057, -2.59453, -0.84295], [-2.37469, -1.54043, 0.87376], [1.97061, 0.68380, -3.69449], [0.72420, 1.22923, -4.82059], [1.36982, -0.37542, -5.04827], [0.71627, -2.20278, -3.13683], [-1.21020, -2.85309, -1.77827], [-2.65571, 1.20286, -1.75275], [-0.87106, 1.83291, -3.15260], [-0.39618, 1.38752, 0.59541], [0.01302, 2.69528, 1.11030], [-0.40426, 4.34780, 0.15635], [-2.27326, 4.15834, -0.44823], [-3.18833, 3.26207, 0.02201], [-4.52125, 3.42140, -0.28455], [-4.90562, 4.42178, -1.09858], [-3.96636, 5.38340, -1.53917], [-2.66035, 5.26869, -1.21927], [0.59688, 4.00655, -1.55962], [-0.01807, 4.03270, -2.81220], [0.65555, 3.75655, -3.98881], [2.03757, 3.55491, -4.01301], [2.68146, 3.48183, -2.77631], [1.97977, 3.75265, -1.55736], [0.36467, -0.08711, 1.46162], [2.18852, 0.19795, 1.42881], [2.86794, 0.40316, 0.21254], [4.25102, 0.36603, 0.17065], [5.01292, 0.17107, 1.34013], [4.35557, -0.02012, 2.54463], [2.94710, 0.07501, 2.58763], [-0.19192, 0.19835, 3.16914], [0.14527, 1.33177, 3.88661], [-0.55243, 1.62601, 5.06867], [-1.55807, 0.83881, 5.53053], [-1.81462, -0.34221, 4.82671], [-1.16445, -0.67727, 3.69017], [0.07184, 1.28852, -0.40361], [-1.45069, 1.24369, 0.52966], [1.11646, 2.72518, 1.15437], [-0.19133, 2.98288, 2.15522], [-2.97396, 2.46633, 0.77770], [-5.27043, 2.74762, 0.06864], [-5.91521, 4.49103, -1.50010], [-4.35075, 6.16070, -2.21546], [-2.03739, 6.12283, -1.44457], [-1.12916, 4.15588, -2.88117], [0.08399, 3.74313, -4.90359], [2.53929, 3.34847, -4.95278], [3.75335, 3.25346, -2.69011], [2.53592, 3.72268, -0.60733], [2.38671, 0.59566, -0.74848], [4.72232, 0.47236, -0.78675], [6.07839, 0.02472, 1.26422], [4.91042, -0.23195, 3.45581], [2.47120, 0.10297, 3.56535], [0.89080, 2.05694, 3.54769], [-0.27839, 2.57766, 5.51938], [-2.13088, 1.07029, 6.41301], [-2.50082, -1.06013, 5.21769], [-1.40194, -1.53024, 3.11125], [-2.84243, -4.52207, 2.16354], [-1.90397, -5.11062, 0.43141], [-2.32099, -6.18668, -0.29924], [-1.50954, -6.71183, -1.28045], [-0.29768, -6.12659, -1.56057], [0.02585, -4.98653, -0.83159], [-0.76659, -4.48973, 0.10514], [-3.35621, -6.52122, -0.13193], [-1.81539, -7.59905, -1.80537], [0.45584, -6.60815, -2.24101], [0.92980, -4.45088, -0.98976]],
  "atomic_forces_ev_per_a": [[-1.03, 0.22, -0.27], [-0.03, -0.55, 1.83], [0.48, -1.04, -0.03], [-0.34, 0.37, -0.52], [0.32, -0.27, -1.15], [-0.06, -0.60, 0.95], [0.19, 0.38, -0.80], [-0.52, 0.54, -0.63], [-0.23, 0.09, 0.80], [-0.05, -0.39, 0.12], [-0.30, 0.09, 0.22], [0.89, 1.02, -0.76], [-1.01, 0.38, -0.72], [0.82, 1.16, -1.53], [-0.75, -0.26, 1.15], [0.80, 0.32, -0.77], [0.01, -0.16, -0.04], [-0.34, 1.59, -0.90], [-0.71, -1.52, 0.51], [-0.48, -0.89, 0.11], [0.37, 0.76, 0.66], [0.33, -0.74, -0.02], [-0.21, 0.40, -0.19], [0.65, 0.03, -0.10], [0.29, -0.72, 0.70], [0.06, -0.05, 0.74], [-0.19, 0.22, -0.25], [-0.17, -0.46, 0.38], [0.50, -0.92, 0.40], [0.32, 0.22, -0.30], [1.43, -1.40, -0.67], [1.39, 1.75, 1.25], [0.20, 0.11, -0.79], [1.98, 0.98, 0.17], [0.10, -1.13, 1.72], [-0.50, -0.70, 0.07], [-0.12, 1.69, -1.65], [-2.32, -0.25, -1.06], [0.01, -0.06, 0.69], [0.33, -0.11, -0.05], [-1.43, -0.24, 0.12], [0.48, 0.72, -0.10], [-0.46, -0.43, 0.90], [-0.08, 0.56, 1.03], [0.16, -0.38, -0.64], [0.05, 0.53, 0.16], [-0.24, 0.62, -0.11], [0.17, -0.11, -0.05], [0.05, 0.13, 0.89], [-0.68, -0.76, -0.53], [-0.56, 0.40, -0.21], [0.64, -0.10, 0.28], [0.12, -0.20, -0.18], [-0.26, 0.17, 0.48], [1.14, 1.49, -0.63], [-0.25, -1.03, -0.20], [-0.51, -0.10, 1.26], [1.21, 1.21, -0.99], [-0.63, 0.03, 0.16], [-0.61, -0.38, -0.13], [-0.09, 0.09, -0.29], [-0.70, -0.56, -0.44], [0.20, 0.72, -0.98], [-0.13, -0.57, 0.30], [0.05, 0.02, 0.42], [0.39, -0.12, 0.48], [0.61, -0.33, -0.13], [1.13, 0.00, 0.12], [-0.01, 0.02, -0.22], [0.09, 0.05, 0.19], [-0.49, 0.16, -0.20], [-0.22, -0.03, -0.50], [-0.38, -0.27, 0.39], [0.33, 0.13, -0.26], [0.19, 0.22, 0.05], [-0.10, 0.20, -0.12], [-0.06, -0.44, -0.20], [-0.14, -0.53, 0.11], [-0.22, -0.23, 0.33], [0.01, 0.12, 0.14], [-0.66, -0.18, 0.25], [-0.38, -0.87, -0.23], [-0.35, 0.05, 0.18], [1.24, 0.72, -0.26], [-1.84, -0.38, -0.04], [-0.15, -0.31, -0.25], [1.45, -0.36, -0.12], [-0.58, -0.76, -0.48], [0.14, 0.53, 0.85], [0.77, -0.31, -0.03], [-0.16, -0.15, -0.18], [-1.01, 0.74, 0.60], [0.68, 0.40, -0.25]]
}


Record 2
{
  "formula": "C41H41AsN4OPdS2",
  "method": "ωB97M-V/def2-TZVPD",
  "total_charge": -2,
  "homo_ev": -1.7,
  "orbital_gap_ev": 5.88,
  "species": ["Pd", "C", "C", "N", "N", "C", "S", "S", "C", "C", "C", "C", "C", "C", "C", "C", "C", "C", "C", "C", "C", "O", "H", "H", "H", "H", "H", "H", "H", "H", "H", "H", "H", "H", "H", "H", "C", "C", "C", "C", "C", "C", "As", "N", "C", "C", "C", "C", "C", "C", "C", "C", "C", "C", "C", "C", "C", "C", "C", "C", "C", "C", "H", "H", "H", "H", "H", "H", "H", "H", "H", "H", "H", "H", "H", "H", "H", "H", "H", "H", "H", "H", "H", "H", "H", "H", "H", "H", "H", "N", "C"],
  "coordinates": [[1.05080, -1.45755, 0.39656], [2.75387, -0.40197, -2.35305], [3.03403, 0.22496, -1.02584], [2.86092, -0.43744, 0.07751], [3.42250, 0.22523, 1.17275], [2.74835, 0.19283, 2.25068], [1.27009, -0.64853, 2.53064], [3.39893, 1.09699, 3.63289], [4.54953, 2.21245, 2.79265], [5.97459, 1.74351, 2.63724], [6.98203, 2.69250, 2.47876], [8.30244, 2.31147, 2.28964], [8.63768, 0.96508, 2.25601], [7.63971, 0.01229, 2.40813], [6.31985, 0.39710, 2.59713], [3.43321, 1.64011, -1.02115], [4.55873, 2.07791, -1.70659], [4.93538, 3.41389, -1.72965], [4.11351, 4.33289, -1.06533], [2.96614, 3.94149, -0.41610], [2.53797, 2.56664, -0.34906], [1.48460, 2.20004, 0.22328], [2.79333, -1.48507, -2.32164], [3.47294, -0.00873, -3.07504], [1.75886, -0.10490, -2.69451], [4.52917, 3.14386, 3.36145], [4.12427, 2.41301, 1.80664], [6.72017, 3.74513, 2.48869], [9.06876, 3.06731, 2.16224], [9.66675, 0.66114, 2.10429], [7.88704, -1.04196, 2.36968], [5.54075, -0.34647, 2.69698], [5.18224, 1.34083, -2.20652], [5.83954, 3.73102, -2.23387], [4.38569, 5.38576, -1.06586], [2.33666, 4.66692, 0.08917], [-6.41569, 2.54675, 2.46337], [-5.31505, 1.74903, 1.81450], [-3.98329, 1.96530, 2.13414], [-2.95249, 1.24600, 1.53365], [-1.53853, 1.54920, 1.95091], [-3.25716, 0.25030, 0.58083], [-1.62385, -0.41918, -0.36156], [-0.95185, -1.82893, 0.59869], [-1.51027, -2.69771, 1.48404], [-2.90195, -2.83269, 1.68847], [-3.41760, -3.74385, 2.59499], [-2.58834, -4.57265, 3.33853], [-1.21366, -4.46304, 3.14192], [-0.68322, -3.55750, 2.24483], [-2.35292, -1.03271, -2.11424], [-2.43629, -2.33529, -2.61509], [-2.29536, -3.56871, -1.76730], [-2.70501, -2.53030, -3.97256], [-2.92219, -1.48018, -4.84324], [-3.20301, -1.71524, -6.30418], [-2.86988, -0.18917, -4.32877], [-2.57666, 0.04980, -2.99373], [-2.51235, 1.48395, -2.52497], [-4.60462, 0.00230, 0.27861], [-5.08939, -1.10360, -0.62928], [-5.60327, 0.76193, 0.88763], [-6.00573, 3.31509, 3.11976], [-7.06706, 1.90596, 3.06281], [-7.04118, 3.03971, 1.71549], [-3.72742, 2.72557, 2.86586], [-1.52087, 2.36585, 2.67414], [-0.88137, 1.81884, 1.12028], [-1.07901, 0.67902, 2.42266], [-3.57594, -2.20654, 1.12790], [-4.49468, -3.80347, 2.71820], [-2.99696, -5.28227, 4.04780], [-0.53657, -5.09846, 3.70332], [0.38793, -3.48296, 2.10522], [-2.41487, -3.36187, -0.71002], [-1.30597, -4.00712, -1.90078], [-3.05193, -4.30232, -2.06076], [-2.75182, -3.54995, -4.34508], [-3.24875, -2.78210, -6.52585], [-2.42254, -1.27616, -6.93031], [-4.15305, -1.26549, -6.60400], [-3.04478, 0.65710, -4.98794], [-2.75617, 2.15899, -3.34667], [-1.51702, 1.73834, -2.15179], [-3.21338, 1.67526, -1.70898], [-4.28362, -1.64720, -1.10628], [-5.73748, -0.70613, -1.41444], [-5.67926, -1.81683, -0.04593], [-6.64041, 0.55339, 0.63429], [0.97834, -3.40685, -2.09318], [1.02446, -2.64092, -1.22469]],
  "atomic_forces_ev_per_a": [[0.23, -0.30, -0.44], [0.00, 0.01, 0.01], [-0.03, -0.17, 0.05], [-0.11, 0.32, -0.11], [0.11, 0.00, -0.02], [-0.09, -0.07, 0.01], [-0.10, 0.13, 0.44], [0.01, 0.04, -0.02], [-0.01, -0.01, 0.00], [0.01, -0.02, 0.00], [-0.01, -0.01, 0.02], [0.00, 0.00, 0.00], [0.00, 0.01, 0.00], [-0.01, 0.00, 0.01], [0.01, 0.00, -0.02], [0.08, -0.04, 0.00], [-0.01, 0.02, 0.00], [-0.01, -0.03, 0.00], [0.00, 0.03, 0.00], [-0.03, -0.01, 0.03], [0.13, 0.01, -0.06], [-0.06, 0.13, 0.08], [0.00, -0.01, -0.01], [0.00, 0.00, 0.01], [0.00, 0.00, 0.00], [0.01, 0.01, 0.00], [-0.01, 0.00, 0.01], [0.00, 0.00, 0.00], [0.00, 0.00, 0.00], [0.00, 0.00, 0.00], [0.00, 0.00, 0.00], [0.00, 0.00, 0.00], [0.00, 0.00, 0.00], [0.00, 0.00, 0.00], [0.00, 0.00, 0.00], [0.00, 0.00, 0.00], [0.00, 0.00, 0.01], [0.01, -0.01, -0.01], [0.02, 0.00, -0.02], [-0.02, 0.03, -0.02], [-0.01, -0.02, 0.03], [0.01, 0.07, -0.01], [-0.02, -0.05, 0.04], [0.02, 0.00, 0.06], [-0.07, 0.01, 0.01], [0.07, -0.02, -0.01], [0.00, -0.01, 0.01], [-0.02, 0.00, 0.01], [0.01, 0.00, -0.01], [-0.02, -0.01, -0.03], [0.10, 0.01, -0.04], [0.01, 0.00, -0.02], [-0.04, -0.01, 0.03], [-0.05, 0.00, 0.03], [0.00, 0.02, 0.00], [0.00, 0.00, 0.00], [0.00, -0.02, 0.01], [0.00, -0.01, 0.01], [0.00, 0.01, -0.01], [-0.03, -0.06, 0.00], [0.00, -0.03, 0.04], [0.00, -0.01, 0.02], [0.00, 0.00, 0.00], [0.00, 0.00, 0.00], [0.00, 0.00, 0.00], [0.00, 0.00, 0.00], [-0.01, -0.01, 0.00], [0.00, 0.00, -0.02], [0.02, 0.01, -0.02], [-0.04, 0.04, -0.02], [0.00, 0.00, 0.00], [0.00, 0.00, 0.00], [0.01, 0.00, 0.00], [0.00, -0.01, 0.01], [-0.03, 0.00, 0.02], [0.01, 0.01, 0.01], [0.02, -0.01, -0.02], [0.00, 0.00, 0.00], [0.00, 0.00, 0.00], [0.00, 0.00, 0.00], [0.00, 0.00, 0.00], [0.00, 0.00, 0.00], [0.00, 0.00, 0.00], [0.00, 0.00, 0.00], [0.00, 0.01, -0.01], [-0.06, 0.00, 0.06], [0.03, 0.01, -0.02], [-0.03, 0.01, 0.00], [0.00, 0.00, 0.00], [0.11, 0.01, 0.00], [-0.15, -0.01, -0.08]]
}


The following relative energy (zero: lowest compared OMol25 entry of this formula, charge and spin) values (in kJ/mol) correspond, in order, to the records above: 75.2 0.0.
The following strongest force on any atom values (in eV/Å) correspond, in order, to the records above: 2.6 0.6.